Computed, not measured: C39H37F6N5O8RbS4 as an isolated structure, with ωB97M-V/def2-TZVPD.

```
100
Properties=species:S:1:pos:R:3:lowdin_charge:R:1
Rb 11.329 13.318 13.499 0.79
O 10.968 13.420 16.183 -0.68
S 10.555 14.344 17.320 1.01
C 11.657 15.774 17.216 -0.33
C 13.119 15.688 17.563 -0.19
C 14.119 15.136 16.525 -0.18
C 15.329 16.084 16.389 -0.34
S 16.722 15.832 17.528 0.96
O 17.021 14.365 17.584 -0.54
C 15.830 16.277 19.098 -0.36
C 15.430 17.541 19.372 -0.13
C 14.677 17.849 20.490 -0.08
C 14.367 16.818 21.372 -0.05
C 14.720 15.459 21.052 -0.05
C 15.442 15.197 19.906 -0.08
C 11.140 13.614 18.851 -0.39
C 11.120 14.348 20.034 -0.07
C 11.602 13.721 21.228 -0.09
C 12.104 12.416 21.258 -0.10
C 12.184 11.711 20.054 -0.04
C 11.656 12.332 18.855 -0.04
H 11.166 16.568 17.764 0.09
H 11.427 15.895 16.168 0.02
H 13.184 15.186 18.564 0.11
H 13.444 16.718 17.741 0.10
H 13.702 15.137 15.505 0.11
H 14.473 14.062 16.707 0.13
H 15.009 17.099 16.537 0.07
H 15.747 16.159 15.372 0.09
H 15.727 18.332 18.697 0.11
H 14.481 18.903 20.752 0.12
H 13.779 17.012 22.208 0.07
H 14.448 14.659 21.621 0.06
H 15.910 14.232 19.668 0.12
H 10.887 15.381 19.992 0.10
H 11.604 14.322 22.072 0.07
H 12.469 11.960 22.223 0.12
H 12.689 10.729 20.014 0.11
H 11.689 11.817 17.912 0.06
F 6.781 20.180 14.717 0.12
C 6.487 18.979 14.172 -0.69
F 5.402 19.103 13.434 0.14
F 6.116 18.235 15.223 0.12
S 7.802 18.213 13.205 0.59
O 7.453 16.873 12.781 -0.28
O 7.992 19.158 12.099 -0.30
N 8.836 18.385 14.308 -0.30
S 10.081 17.653 14.810 0.57
O 10.435 18.110 16.098 -0.25
O 10.171 16.228 14.537 -0.33
C 11.325 18.363 13.693 -0.65
F 10.917 18.358 12.429 0.14
F 11.616 19.642 14.038 0.12
F 12.459 17.641 13.798 0.12
O 12.951 15.199 6.535 0.10
N 13.702 14.411 6.991 -0.36
O 14.591 13.819 6.357 0.04
C 13.688 14.320 8.433 -0.09
C 14.790 13.736 8.995 0.09
C 15.155 13.868 10.384 -0.13
C 16.209 13.126 10.937 0.00
C 16.413 13.182 12.293 -0.02
C 15.420 13.890 13.034 -0.08
N 14.260 14.371 12.520 0.13
C 14.151 14.356 11.212 -0.19
C 12.900 14.902 10.630 -0.14
N 12.030 15.343 11.533 0.05
C 10.858 15.772 11.103 -0.15
C 10.482 15.840 9.774 -0.01
C 11.310 15.255 8.823 0.03
C 12.599 14.833 9.246 -0.05
H 15.451 13.151 8.338 0.14
H 16.964 12.734 10.282 0.12
H 17.196 12.666 12.863 0.12
H 15.555 13.828 14.114 0.10
H 10.199 16.099 11.872 0.08
H 9.528 16.173 9.459 0.11
H 10.977 15.259 7.830 0.09
C 12.489 10.142 16.230 -0.14
N 13.758 10.777 16.415 -0.24
C 14.706 9.786 16.931 -0.11
C 14.322 11.581 15.276 -0.15
C 14.478 10.824 13.924 -0.33
C 15.522 9.927 13.802 -0.11
C 15.873 9.296 12.603 -0.11
C 15.046 9.548 11.463 -0.14
C 14.027 10.447 11.626 -0.21
C 13.646 11.057 12.859 -0.14
H 12.256 9.477 17.033 0.07
H 12.316 9.594 15.266 0.09
H 11.692 10.902 16.077 0.07
H 14.319 9.368 17.846 0.06
H 15.664 10.318 17.104 0.10
H 14.829 8.972 16.253 0.06
H 15.306 11.724 15.677 0.09
H 13.692 12.471 15.179 0.07
H 16.232 9.707 14.602 0.09
H 16.686 8.577 12.500 0.08
H 15.103 8.972 10.534 0.08
H 13.408 10.806 10.778 0.07
```

For the HOMO energy, the calculation gives -3.95 eV. The total energy is -4599.9004 Eh. Its charge is -1. The relative energy (zero: lowest compared OMol25 entry of this formula, charge and spin) is 2.206 eV.